Entry from the OMol25 dataset: an isolated ion of composition C10H21N3 and charge +2 at a distorted geometry (ωB97M-V with the def2-TZVPD basis set).

The geometry in ORCA input format:
```
! wB97M-V def2-TZVPD RIJCOSX def2/J DEFGRID3
* xyz 2 1
C -3.54 -1.81 1.02
C -2.12 -1.38 1.42
C -1.38 -0.71 0.56
C 0.19 -0.20 1.06
N 0.47 -0.38 2.31
N 0.92 0.28 0.13
C 2.36 0.42 0.41
C 3.10 1.73 0.01
C 3.08 -0.70 -0.41
C 0.59 0.46 -1.28
C -0.66 -0.40 -1.62
N -1.81 -0.18 -0.69
C -2.25 1.30 -0.65
H -3.55 -1.93 -0.07
H -4.19 -0.99 1.50
H -3.63 -2.79 1.42
H -1.80 -1.84 2.28
H -0.10 -1.05 2.91
H 1.30 -0.04 2.85
H 2.41 0.37 1.51
H 2.95 1.99 -1.02
H 2.91 2.64 0.63
H 4.21 1.60 0.33
H 2.56 -1.70 -0.52
H 4.20 -0.90 -0.15
H 3.24 -0.23 -1.41
H 1.30 0.15 -2.00
H 0.60 1.53 -1.47
H -1.07 -0.14 -2.65
H -0.38 -1.49 -1.67
H -2.63 -0.63 -1.01
H -2.01 1.83 -1.62
H -3.27 1.37 -0.40
H -1.75 1.87 0.06
*
```

For the HOMO energy, the calculation gives -0.6555 hartree. For the largest force on an atom, the calculation gives 5.99 eV/Å. The SMILES is C/C=C1/C(=[NH2+])N(C(C)C)CC[N@@H+]1C.

Here are the natural (NBO) charges for atoms 1 to 5, given in e: -0.6457 -0.0606 0.0606 0.5757 -0.7542

Entry from the OMol25 dataset: H20O18SV2 as an isolated structure at a distorted geometry (ωB97M-V with the def2-TZVPD basis set).

The geometry in ORCA input format:
```
! wB97M-V def2-TZVPD RIJCOSX def2/J DEFGRID3
* xyz 0 1
O 2.75 0.24 -2.23
V 1.68 -0.98 -2.36
O 2.47 -2.36 -2.18
O 1.96 3.52 1.40
V 2.24 1.95 1.42
O 3.25 1.64 0.22
S 0.08 0.18 -0.38
O 1.00 -0.93 -0.25
O 0.10 0.51 -1.80
O -1.26 -0.25 0.07
O 0.58 1.34 0.34
O -1.98 0.73 -3.39
H -2.74 0.80 -2.81
H -1.23 0.64 -2.80
O 2.48 -0.50 1.95
H 3.04 -1.23 2.20
H 1.89 -0.86 1.29
O -1.02 -0.47 2.61
H -1.26 -0.46 1.68
H -0.10 -0.73 2.61
O -2.20 -2.67 -0.15
H -2.22 -2.74 -1.10
H -1.69 -1.88 0.02
O -1.76 2.83 1.30
H -0.90 2.48 1.08
H -2.30 2.06 1.48
O -3.77 0.31 -0.92
H -2.90 0.35 -0.52
H -4.38 0.33 -0.18
O 1.44 -3.31 0.86
H 0.71 -3.76 1.28
H 1.03 -2.68 0.27
O 1.20 3.63 -1.38
H 1.55 3.13 -2.11
H 0.83 2.97 -0.79
O -0.12 -2.30 -2.39
H -1.01 -1.96 -2.43
H -0.21 -3.23 -2.61
O 1.03 1.45 3.26
H 0.26 0.89 3.35
H 1.50 1.33 4.09
*
```

For the HOMO energy, the calculation gives -0.3940 hartree. For the largest force on an atom, the calculation gives 3.89 eV/Å.

Here are the Mulliken charges for atoms 1 to 5, given in e: -0.4952 0.8846 -0.4990 -0.5316 0.8925

Entry from the OMol25 dataset: a 2-piece molecular cluster, C4H15N2O overall (ωB97M-V with the def2-TZVPD basis set).

The geometry in ORCA input format:
```
! wB97M-V def2-TZVPD RIJCOSX def2/J DEFGRID3
* xyz 1 1
C 0.85 -0.02 2.17
C 0.74 1.26 1.37
N -0.31 1.15 0.31
C -0.43 2.37 -0.54
H 1.19 -0.84 1.54
H 1.58 0.11 2.96
H -0.10 -0.29 2.63
H 0.48 2.11 1.99
H 1.68 1.49 0.86
H -1.20 0.96 0.76
H -0.10 0.33 -0.34
H -0.56 3.24 0.10
H -1.28 2.25 -1.21
H 0.48 2.47 -1.12
N 0.21 -1.03 -1.40
C -0.79 -2.07 -1.22
O -0.28 -3.25 -1.80
H 1.11 -1.43 -1.11
H 0.32 -0.89 -2.40
H -0.98 -2.21 -0.15
H -1.71 -1.75 -1.71
H -0.91 -3.97 -1.68
*
```

For the HOMO energy, the calculation gives -0.5215 hartree. For the largest force on an atom, the calculation gives 0.29 eV/Å.

Here are the natural (NBO) charges for atoms 1 to 5, given in e: -0.6338 -0.2175 -0.5427 -0.4183 0.2179

Entry from the OMol25 dataset: a 2-piece molecular cluster, C2H9N5 overall at a distorted geometry (ωB97M-V with the def2-TZVPD basis set).

The geometry in ORCA input format:
```
! wB97M-V def2-TZVPD RIJCOSX def2/J DEFGRID3
* xyz 0 1
H 1.59 0.97 -0.65
N 1.02 1.57 -0.05
N -0.07 2.01 -0.64
N -0.31 1.21 -1.76
H 0.15 1.60 -2.57
H -1.31 1.11 -1.94
C 1.22 -1.35 0.58
N 0.65 -0.12 1.12
C -0.64 -0.03 1.28
N -1.60 -0.86 0.79
H 0.89 -2.24 1.12
H 0.97 -1.45 -0.48
H 2.31 -1.29 0.66
H -1.03 0.86 1.77
H -2.52 -0.47 0.70
H -1.33 -1.51 0.06
*
```

For the HOMO energy, the calculation gives -0.3084 hartree. For the largest force on an atom, the calculation gives 5.92 eV/Å. The SMILES is [H]/N=N\N.C/N=C\N.

Here are the natural (NBO) charges for atoms 1 to 5, given in e: 0.3033 -0.2802 -0.1149 -0.7438 0.3571

Entry from the OMol25 dataset: a 2-piece molecular cluster, C5H10O overall at a distorted geometry (ωB97M-V with the def2-TZVPD basis set).

The geometry in ORCA input format:
```
! wB97M-V def2-TZVPD RIJCOSX def2/J DEFGRID3
* xyz 0 1
C 1.48 -0.83 -0.33
C 0.55 -0.95 0.66
C -0.11 -2.25 0.98
H 2.22 -0.12 -0.54
H 1.47 -1.64 -1.05
H 0.28 0.05 1.08
H 0.19 -3.09 0.34
H 0.00 -2.56 2.06
H -1.21 -2.14 0.82
C -0.53 1.79 -1.41
C -0.47 2.14 -0.07
O -1.54 2.27 0.76
H -0.62 0.86 -1.83
H -0.07 2.47 -2.16
H 0.46 2.43 0.23
H -2.10 1.57 0.46
*
```

For the HOMO energy, the calculation gives -0.2898 hartree. For the largest force on an atom, the calculation gives 3.96 eV/Å. The SMILES is C=CC.C=CO.

Here are the natural (NBO) charges for atoms 1 to 5, given in e: -0.3952 -0.1855 -0.6523 0.2022 0.1744

Entry from the OMol25 dataset: C7H6BeBr2O3 as an isolated structure at a distorted geometry (ωB97M-V with the def2-TZVPD basis set).

The geometry in ORCA input format:
```
! wB97M-V def2-TZVPD RIJCOSX def2/J DEFGRID3
* xyz 2 1
C -1.26 2.03 -1.20
C -0.84 0.42 -1.11
Br 1.01 0.33 -1.96
C -0.84 -0.14 0.45
Br -2.52 -1.21 0.89
C 0.54 -0.92 0.85
C 1.45 -0.24 1.83
C 2.68 -1.33 1.87
O 3.80 -0.94 2.48
O 2.31 -2.63 1.26
C 1.17 -2.37 0.35
O 0.74 -3.11 -0.71
H -0.23 2.62 -1.25
H -1.78 2.24 -2.24
H -1.87 2.41 -0.28
H -1.53 -0.24 -1.81
H -0.93 0.83 1.13
H 1.35 0.77 2.41
Be -3.27 1.47 -2.96
*
```

For the HOMO energy, the calculation gives -0.6175 hartree. For the largest force on an atom, the calculation gives 10.16 eV/Å.

Here are the natural (NBO) charges for atoms 1 to 5, given in e: -0.6030 -0.2872 0.2831 -0.3394 0.2135

> What is the HOMO energy in the second record?

-0.3940 hartree